[1]
{"formula": "C16H41N4O8", "method": "ωB97M-V/def2-TZVPD", "gap_ev": 6.68, "homo_ev": -4.3, "total_energy_ha": -1454.88542, "de_lowest_kcal_mol": 0.0, "spin_multiplicity": 1, "total_charge": -1, "e_lumo_ha": 0.08878, "symbols": ["N", "O", "O", "O", "C", "O", "C", "C", "N", "C", "C", "O", "C", "H", "H", "H", "H", "H", "H", "H", "H", "H", "H", "H", "H", "H", "H", "H", "C", "O", "C", "C", "N", "C", "C", "O", "C", "H", "H", "H", "H", "H", "H", "H", "H", "H", "H", "H", "H", "H", "H", "H", "C", "C", "C", "O", "C", "N", "H", "H", "H", "H", "H", "H", "H", "H", "H", "H", "H"], "coordinates": [[0.358, -2.279, -1.064], [0.170, -2.940, -2.076], [1.433, -1.917, -0.608], [-0.655, -1.790, -0.486], [-1.554, -6.646, 5.963], [-1.529, -6.931, 4.571], [-2.687, -6.539, 3.911], [-2.639, -6.721, 2.335], [-2.339, -5.483, 1.665], [-0.918, -5.109, 1.790], [0.176, -5.976, 1.138], [-0.099, -5.744, -0.222], [0.544, -6.660, -1.146], [-0.998, -5.709, 6.008], [-0.866, -7.317, 6.476], [-2.544, -6.722, 6.413], [-2.931, -5.491, 4.084], [-3.502, -7.113, 4.351], [-3.606, -7.095, 1.999], [-1.892, -7.492, 2.150], [-3.014, -4.841, 2.054], [-0.726, -5.039, 2.861], [-0.744, -4.118, 1.370], [0.262, -6.989, 1.531], [1.090, -5.460, 1.432], [-0.113, -7.511, -0.965], [1.553, -6.860, -0.787], [0.596, -6.450, -2.214], [-0.591, 1.433, 1.402], [-0.273, 2.587, 0.725], [-1.153, 3.625, 1.158], [-0.863, 4.682, 0.172], [0.507, 5.209, 0.280], [0.866, 6.107, -0.799], [0.117, 7.427, -0.720], [-1.076, 7.288, -1.453], [-1.452, 8.540, -2.157], [-1.514, 1.087, 0.937], [-0.616, 1.542, 2.486], [0.054, 0.646, 1.011], [-1.023, 3.919, 2.200], [-2.154, 3.240, 0.965], [-1.460, 5.577, 0.348], [-1.091, 4.294, -0.821], [1.177, 4.456, 0.336], [0.613, 5.598, -1.728], [1.950, 6.211, -0.841], [0.737, 8.278, -1.003], [-0.223, 7.672, 0.286], [-1.829, 9.325, -1.503], [-2.110, 8.248, -2.976], [-0.635, 9.052, -2.665], [0.626, 1.727, -2.622], [2.022, 1.267, -3.063], [3.293, 1.722, -2.293], [3.551, 3.133, -2.230], [3.159, 3.927, -3.333], [1.932, -0.205, -3.074], [-0.124, 1.307, -3.292], [0.656, 2.812, -2.518], [0.432, 1.422, -1.594], [2.158, 1.572, -4.101], [4.297, 1.485, -2.644], [3.290, 1.344, -1.271], [2.111, 4.215, -3.245], [3.579, 3.450, -4.218], [3.753, 4.839, -3.275], [2.835, -0.623, -3.249], [1.646, -0.498, -2.151]], "mulliken_charge": [1.001, -0.637, -0.707, -0.666, -0.776, -0.342, -0.485, -0.788, -0.410, -0.567, -0.615, -0.229, -0.820, 0.299, 0.240, 0.330, 0.308, 0.532, 0.371, 0.260, 0.293, 0.331, 0.397, 0.508, 0.319, 0.297, 0.328, 0.211, -0.958, -0.148, -0.738, -0.296, -0.510, -0.470, -0.808, -0.275, -0.874, 0.407, 0.347, 0.220, 0.383, 0.345, 0.347, 0.232, 0.308, 0.173, 0.548, 0.497, 0.342, 0.309, 0.282, 0.344, -0.489, 0.455, -0.710, -0.380, -0.635, -0.581, 0.364, -0.065, -0.003, 0.302, 0.378, 0.248, 0.118, 0.381, 0.245, 0.226, 0.158]}

***

[2]
{"formula": "C16H42BrN3O", "method": "ωB97M-V/def2-TZVPD", "gap_ev": 4.81, "homo_ev": -9.2, "total_energy_ha": -3447.63758, "de_lowest_kcal_mol": 104.9, "spin_multiplicity": 1, "total_charge": 2, "e_lumo_ha": -0.16205, "symbols": ["N", "H", "H", "H", "H", "Br", "C", "C", "N", "C", "C", "C", "C", "C", "O", "C", "H", "H", "H", "H", "H", "H", "H", "H", "H", "H", "H", "H", "H", "H", "H", "H", "H", "H", "H", "H", "C", "C", "C", "N", "C", "C", "C", "C", "C", "H", "H", "H", "H", "H", "H", "H", "H", "H", "H", "H", "H", "H", "H", "H", "H", "H", "H"], "coordinates": [[-8.434, 9.760, 8.733], [-8.550, 8.987, 8.093], [-7.600, 9.611, 9.283], [-9.323, 9.848, 9.203], [-8.282, 10.567, 8.145], [-13.265, 9.353, 10.621], [-27.275, 12.475, 10.628], [-26.051, 12.150, 11.489], [-24.986, 11.323, 10.708], [-25.517, 9.947, 10.108], [-24.383, 12.425, 9.673], [-24.509, 11.951, 8.229], [-24.035, 10.845, 11.862], [-22.955, 9.734, 11.630], [-22.438, 9.967, 10.329], [-21.385, 9.049, 10.160], [-27.193, 13.057, 9.710], [-27.922, 12.985, 11.342], [-27.799, 11.546, 10.404], [-26.557, 11.474, 12.179], [-25.512, 12.995, 11.918], [-26.313, 10.181, 9.402], [-25.786, 9.451, 11.040], [-24.712, 9.453, 9.564], [-23.322, 12.588, 9.861], [-24.921, 13.372, 9.733], [-25.522, 11.726, 7.895], [-23.766, 11.180, 8.026], [-24.199, 12.665, 7.466], [-24.640, 10.690, 12.755], [-23.486, 11.754, 12.105], [-23.455, 8.766, 11.597], [-22.291, 9.528, 12.469], [-20.392, 9.173, 10.592], [-21.108, 8.966, 9.109], [-21.767, 8.096, 10.525], [-14.792, 15.367, 17.064], [-13.211, 15.376, 16.915], [-12.698, 15.725, 15.537], [-11.177, 15.352, 15.265], [-10.734, 13.853, 15.468], [-10.281, 16.299, 16.207], [-9.151, 16.696, 15.408], [-9.398, 16.290, 13.968], [-10.816, 15.810, 13.892], [-15.227, 14.384, 16.884], [-15.137, 15.956, 16.215], [-15.152, 15.675, 18.046], [-12.780, 14.488, 17.376], [-12.808, 16.214, 17.483], [-12.852, 16.748, 15.193], [-13.119, 15.060, 14.784], [-9.657, 13.781, 15.323], [-11.254, 13.096, 14.881], [-10.888, 13.568, 16.509], [-10.184, 15.899, 17.217], [-10.812, 17.249, 16.264], [-8.222, 16.191, 15.674], [-8.845, 17.717, 15.634], [-8.850, 15.421, 13.603], [-9.156, 17.100, 13.281], [-11.040, 14.891, 13.350], [-11.530, 16.572, 13.580]], "mulliken_charge": [-0.539, 0.374, 0.372, 0.374, 0.375, -0.954, -1.245, -0.582, 0.430, -1.144, -0.200, -1.286, -0.886, -0.783, -0.258, -0.802, 0.344, 0.435, 0.339, 0.413, 0.476, 0.432, 0.405, 0.291, 0.251, 0.487, 0.294, 0.310, 0.432, 0.480, 0.453, 0.429, 0.561, 0.318, 0.272, 0.334, -1.227, -0.320, -0.812, 0.137, -0.964, -0.532, -0.696, -0.644, -0.753, 0.340, 0.354, 0.352, 0.293, 0.353, 0.428, 0.476, 0.403, 0.425, 0.328, 0.466, 0.330, 0.248, 0.411, 0.353, 0.394, 0.500, 0.354]}